Record 1
{"formula": "C27H32I2N4PPd", "method": "ωB97M-V/def2-TZVPD", "charge": 1, "e_lumo_ev": [-4.70, -4.76], "spin_multiplicity": 3, "orbital_gap_ev": [5.392, 6.608], "symbols": ["C", "N", "P", "H", "H", "C", "H", "C", "C", "H", "C", "C", "H", "I", "H", "H", "C", "H", "H", "H", "C", "C", "H", "H", "H", "C", "H", "H", "H", "C", "H", "H", "N", "H", "H", "H", "C", "N", "H", "C", "C", "C", "C", "I", "C", "Pd", "H", "C", "C", "H", "N", "C", "H", "H", "H", "C", "H", "C", "C", "C", "H", "H", "C", "H", "C", "C", "H"], "xyz": [[0.33237, -5.07599, -0.31912], [-2.00808, 1.45469, -0.25087], [0.86805, -1.02204, 0.00877], [-0.76593, -0.98578, -2.73500], [-0.33733, -6.20672, -2.01588], [4.27172, 1.08468, -0.82930], [-4.10557, 1.33937, -0.23446], [-3.33274, 1.82648, -0.82817], [2.35557, 1.72919, 0.62086], [2.80328, -2.36005, -1.70104], [-1.43298, -1.56193, 1.85357], [-1.95816, 1.98575, 1.14584], [0.96793, -1.10260, -2.99714], [-3.94285, -1.76312, -0.87480], [4.98004, -1.69989, -2.61606], [-0.99383, 1.71462, 1.57724], [0.54124, -2.68807, -0.66983], [3.18000, -0.98593, 1.87771], [-1.24489, 5.13842, 0.39979], [0.01241, 1.90816, -0.63288], [4.96963, 0.22560, -1.66064], [4.43730, -1.01611, -1.97726], [-4.23980, 3.25282, 1.16926], [-2.62859, 4.98705, -1.55919], [-2.51303, 3.56851, -2.61194], [0.04266, -1.68179, -2.97445], [-0.13042, 3.82006, 0.79747], [0.41771, -5.93627, 0.33159], [4.69804, 2.04794, -0.57275], [0.12596, -2.83726, -2.00579], [-0.14601, -2.04842, -3.98188], [3.26123, -0.90235, 4.34600], [-3.53867, 3.26059, -0.80814], [-0.49810, -4.24416, -3.48866], [-3.38045, 1.44872, -1.85022], [-3.60887, 4.80624, 0.59927], [-0.14924, -1.29532, 2.53292], [-2.15004, 3.42141, 1.18194], [-1.50395, -2.55402, 1.39954], [1.13093, -1.05416, 4.56959], [1.04334, -1.18838, 1.80011], [-0.95631, 2.16776, -1.04737], [2.31049, -1.00437, 3.83971], [-6.33369, -0.57932, -0.96503], [-2.47021, 3.90962, -1.57702], [-1.50553, -0.68130, -0.17016], [1.47777, 1.32150, 1.12172], [0.64400, -3.81099, 0.15483], [-0.08831, -5.22577, -1.63184], [5.93136, 0.52337, -2.05762], [-1.14292, 3.60558, -1.02499], [-3.45406, 3.72811, 0.58100], [-2.75072, 1.49675, 1.71401], [-1.01263, 1.80471, -2.07459], [1.15924, -0.98547, 5.64940], [2.49272, -0.51577, -0.63101], [-2.32622, -1.31133, 2.41577], [3.02968, 0.73956, -0.30274], [-0.18228, -4.11641, -2.46017], [2.26506, -1.06408, 2.45308], [3.04652, 2.04086, 1.40543], [-1.00404, -1.26159, 4.49790], [-1.10665, 4.05801, 0.37160], [2.05933, 2.62906, 0.07656], [3.20762, -1.38524, -1.45884], [-0.08781, -1.20126, 3.92222], [0.96767, -3.69194, 1.18214]], "atomic_forces_ev_per_a": [[0.0, 0.1, 0.0], [0.4, 0.2, 0.0], [-0.2, -0.2, 0.0], [-0.1, 0.0, 0.1], [0.0, 0.0, 0.0], [0.0, 0.0, 0.0], [0.0, 0.0, 0.0], [0.0, 0.0, 0.1], [0.0, 0.0, -0.1], [0.0, 0.0, 0.0], [0.1, 0.1, -0.1], [-0.1, 0.0, 0.0], [0.0, 0.0, 0.0], [-0.3, -0.3, -0.1], [0.0, 0.0, 0.0], [0.0, 0.0, 0.0], [0.2, 0.0, 0.1], [0.0, 0.0, 0.0], [0.0, 0.0, 0.0], [0.1, 0.0, 0.1], [0.0, 0.0, 0.0], [0.0, 0.0, 0.0], [0.0, 0.0, 0.0], [0.0, 0.0, 0.0], [0.0, 0.0, 0.0], [0.1, 0.0, 0.0], [0.0, 0.0, 0.0], [0.0, 0.0, 0.0], [0.0, 0.0, 0.0], [-0.1, 0.0, -0.2], [0.0, 0.0, 0.0], [0.0, 0.0, 0.0], [0.1, 0.0, 0.0], [0.0, 0.0, 0.0], [0.0, 0.0, -0.1], [0.0, 0.0, 0.0], [-0.3, -0.1, -0.1], [0.0, -0.1, -0.1], [0.0, -0.1, 0.1], [-0.1, 0.0, 0.0], [0.1, 0.0, 0.0], [-0.2, 0.1, 0.0], [0.0, 0.0, -0.1], [0.1, 0.0, 0.0], [0.0, 0.0, 0.0], [0.2, 0.3, 0.1], [0.0, 0.0, 0.0], [0.0, 0.0, 0.1], [0.0, 0.0, 0.0], [0.0, 0.0, 0.0], [-0.2, -0.1, 0.1], [0.0, 0.0, 0.0], [0.0, 0.0, 0.0], [0.0, 0.0, 0.0], [0.0, 0.0, 0.0], [0.0, 0.1, 0.0], [0.0, 0.0, 0.1], [0.0, 0.0, 0.1], [0.0, 0.0, 0.0], [0.0, 0.0, 0.1], [0.0, 0.0, 0.0], [0.0, 0.0, 0.0], [0.0, 0.0, 0.0], [0.0, 0.0, 0.0], [0.0, 0.0, 0.0], [0.1, 0.0, 0.1], [0.0, 0.0, 0.0]]}

Record 2
{"formula": "C22H26ClN3OS", "method": "ωB97M-V/def2-TZVPD", "smiles": "CCN(CC)CCCNC(=O)c1[nH]c2ccccc2c1Sc1ccc(Cl)cc1", "e_lumo_ev": 0.36, "spin_multiplicity": 1, "orbital_gap_ev": 8.422, "symbols": ["O", "C", "H", "S", "H", "H", "C", "H", "C", "H", "H", "C", "H", "H", "H", "C", "C", "C", "H", "C", "C", "H", "Cl", "H", "H", "C", "C", "C", "C", "H", "C", "C", "C", "H", "C", "H", "H", "H", "C", "H", "N", "C", "H", "H", "N", "C", "H", "N", "C", "H", "H", "H", "C", "H"], "xyz": [[2.37716, 1.71996, -2.44713], [-2.15335, 4.48432, 1.13232], [6.87081, -0.43388, 0.07668], [-0.31882, -0.71116, 0.55965], [-4.32411, -3.32656, 1.37649], [-2.61636, 5.42809, 1.37823], [4.35593, -0.87312, -0.49812], [2.98360, -2.54680, 2.88881], [6.31550, -0.80134, 0.94595], [3.58638, -0.26524, 0.00346], [-0.83266, 5.33614, -0.33302], [-0.59208, 3.20778, -0.10660], [6.97384, -1.48590, 1.48935], [4.19400, -3.32888, 0.86269], [2.48340, -1.65778, 1.45565], [4.52408, -2.42800, 1.39392], [-0.24307, 0.96379, 0.01482], [-1.01830, 2.03013, 0.55744], [1.14630, -0.92321, -1.24610], [-2.02272, -1.10967, 0.27294], [2.83061, -1.07649, -2.50005], [0.92445, 3.45865, -1.58955], [-6.31655, -2.25529, -0.34258], [-1.96105, -2.68502, 1.71926], [-2.36407, 0.37626, -1.23777], [3.67725, -1.83417, -1.47791], [1.66604, 0.96460, -1.80175], [-2.57880, 3.32728, 1.79526], [-3.89135, -2.51642, 0.81135], [4.98761, -0.19005, -1.07162], [-4.11543, -0.77949, -0.84557], [3.31469, -1.83859, 2.13294], [5.97867, 0.39151, 1.85038], [5.26806, -2.74359, 2.12896], [-2.57173, -2.15770, 1.00242], [2.41841, -1.77456, -3.23663], [5.26638, 1.05278, 1.36270], [3.56517, -0.90362, 2.62547], [-1.16112, 4.44441, 0.17862], [4.44160, -2.41368, -1.99532], [0.38782, 2.85885, -0.98158], [-2.02615, 2.09895, 1.51997], [-2.35750, 1.20810, 2.03268], [3.42674, -0.32259, -3.01901], [5.20824, -1.57996, 0.43576], [-4.66036, -1.81967, -0.10902], [-3.35837, 3.40749, 2.53773], [1.74698, -0.37838, -1.85042], [0.60943, 1.50971, -0.92454], [6.88455, 0.95594, 2.05873], [3.03432, -2.52867, -0.93487], [-4.72017, -0.24900, -1.56383], [-2.79187, -0.42869, -0.65994], [5.56086, 0.05896, 2.79708]], "atomic_forces_ev_per_a": [[0.1, 0.2, 0.0], [0.1, 0.1, -0.1], [0.1, 0.0, 0.1], [0.1, 0.3, 0.1], [-0.1, -0.1, 0.0], [0.0, 0.1, 0.0], [0.0, -0.3, -0.1], [-0.1, -0.1, 0.1], [0.1, 0.2, 0.1], [0.1, 0.1, -0.1], [0.0, 0.1, 0.0], [-0.4, -0.3, 0.5], [0.0, 0.0, -0.1], [0.0, 0.0, 0.2], [-0.1, 0.0, 0.0], [-0.1, -0.1, 0.0], [0.3, -0.5, -0.1], [0.2, 0.5, -0.2], [-0.1, 0.1, 0.0], [0.1, 0.0, -0.2], [0.2, -0.2, -0.1], [0.0, -0.1, 0.0], [-0.2, -0.1, 0.0], [0.0, -0.1, 0.1], [0.0, 0.1, 0.0], [0.0, 0.5, 0.0], [0.0, -0.3, -0.2], [-0.1, -0.1, 0.1], [-0.2, 0.0, -0.1], [0.0, 0.1, 0.0], [-0.1, -0.1, 0.0], [0.3, -0.1, -0.2], [0.1, -0.3, -0.2], [0.0, -0.1, -0.1], [0.1, 0.2, -0.1], [0.1, 0.1, 0.0], [-0.1, 0.1, 0.0], [0.0, 0.1, 0.1], [0.0, 0.1, 0.0], [0.0, -0.1, 0.0], [0.4, -0.1, -0.3], [0.0, 0.0, 0.0], [0.0, -0.1, 0.0], [-0.1, -0.1, 0.0], [0.0, 0.0, -0.1], [0.2, 0.0, 0.0], [-0.1, 0.0, 0.1], [-0.1, 0.0, 0.1], [-0.4, 0.1, 0.4], [0.1, 0.1, 0.1], [0.0, -0.1, 0.0], [-0.1, 0.0, -0.1], [0.0, -0.1, 0.1], [-0.1, 0.0, 0.1]]}

Record 3
{"formula": "C6H14NO2P", "method": "ωB97M-V/def2-TZVPD", "e_lumo_ev": 0.68, "spin_multiplicity": 1, "orbital_gap_ev": 9.325, "symbols": ["C", "C", "H", "C", "H", "H", "H", "H", "H", "H", "O", "H", "H", "C", "P", "H", "H", "H", "C", "N", "H", "O", "H", "C"], "xyz": [[-1.97219, 0.73422, -1.04229], [-1.72598, 1.64663, 0.16202], [2.06180, -2.19853, -0.42119], [-1.22923, -0.52975, -0.72197], [0.53713, -1.43955, 1.85656], [-2.23495, 1.26928, 1.03242], [-1.86763, -1.13538, -0.06304], [2.89040, -1.69092, 0.95796], [-2.04709, 2.63255, 0.08692], [-0.68422, -0.30501, 2.40194], [2.84389, 1.21799, 0.53048], [3.58837, -1.13780, -0.71234], [0.23101, 2.41573, 0.01067], [0.23399, 0.32957, 0.55213], [1.95421, 0.27694, -0.19852], [0.89769, 0.04795, 2.60398], [-0.85664, -1.25067, -1.50552], [2.19926, 1.60329, -1.79466], [2.69059, -1.40007, -0.10554], [-0.29652, 1.61156, 0.54384], [-2.99066, 0.63017, -1.04704], [1.96366, 0.65880, -1.74034], [-1.81830, 1.19344, -2.03269], [0.22667, -0.37368, 1.86854]], "atomic_forces_ev_per_a": [[2.1, 0.7, -0.4], [1.8, -1.3, 0.7], [-0.3, -0.5, -1.1], [1.5, -0.5, 1.1], [-0.4, 0.5, -0.5], [-0.6, -0.5, 0.2], [0.5, 0.1, 0.2], [0.3, 0.9, -0.9], [-0.5, 1.9, -0.5], [-1.5, -0.1, 0.1], [-0.3, 0.1, 0.0], [-0.4, -1.1, 0.5], [-1.0, -2.6, 1.3], [-0.6, -1.7, -3.2], [0.2, -0.3, 2.3], [0.7, 0.7, -0.2], [-0.1, 1.3, 0.6], [0.0, -0.4, -0.1], [0.0, 1.3, 0.7], [0.3, 3.6, -1.4], [-2.8, -0.9, 0.1], [-0.6, 0.2, -0.7], [0.8, 0.0, 0.4], [0.9, -1.3, 0.7]]}

Record 4
{"formula": "H24O12", "method": "ωB97M-V/def2-TZVPD", "smiles": "O.O.O.O.O.O.O.O.O.O.O.O", "e_lumo_ev": -0.50, "spin_multiplicity": 1, "orbital_gap_ev": 10.302, "symbols": ["H", "H", "H", "H", "H", "H", "H", "H", "H", "O", "O", "O", "O", "H", "O", "H", "H", "H", "O", "H", "O", "O", "H", "H", "O", "H", "H", "O", "H", "H", "H", "H", "H", "O", "H", "O"], "xyz": [[2.46689, -2.22940, 1.12473], [-1.81560, 1.85386, 1.96763], [3.35821, -2.77764, 0.02244], [1.54493, 2.11733, 2.22182], [0.88976, -3.62737, 1.22549], [1.47238, 1.32076, -0.32688], [-0.69325, -0.37366, -0.24856], [2.57570, 1.20379, 0.71188], [-2.20042, -2.06148, 0.56161], [0.53675, -3.77171, 2.11066], [2.03519, 0.67468, 0.11450], [-5.58914, -2.16567, -1.37335], [2.89580, -3.03942, 0.82658], [0.69005, 3.83300, -0.05624], [1.33333, 3.01109, 2.51405], [-6.15838, -2.64532, -0.76107], [2.77816, -1.49690, -1.96551], [-1.98281, -2.42390, -0.89830], [-4.14295, 1.94795, -1.46505], [-5.05614, 1.81390, -1.18737], [-2.59587, -2.55447, -0.16611], [-2.74117, 1.97672, 2.20682], [-2.74876, 1.89049, 3.16676], [4.02274, 0.75850, -2.27984], [-0.64916, 0.18671, 0.53441], [-4.73945, -2.12444, -0.92025], [0.28340, 0.17667, 0.77776], [3.66719, -1.57996, -1.60257], [2.73164, 1.06108, -3.02250], [1.61515, 4.17401, -1.21294], [0.28422, -4.70187, 2.11363], [-3.99065, 2.88915, -1.32385], [1.87589, 3.57607, 1.95242], [3.06989, 0.62048, -2.23482], [4.17904, -1.96646, -2.32202], [0.79746, 4.45343, -0.78598]], "atomic_forces_ev_per_a": [[0.2, 0.0, 0.1], [-0.1, -0.1, -0.2], [0.1, 0.2, -0.2], [-0.2, 0.0, 0.2], [0.3, -0.1, 0.1], [0.1, 0.0, -0.3], [-0.1, 0.2, 0.0], [0.3, -0.2, -0.2], [-0.1, 0.0, 0.2], [-0.4, -0.1, 0.0], [-0.2, 0.2, 1.0], [-0.2, -0.1, 0.1], [-0.2, 0.0, 0.0], [-0.3, 0.1, 0.1], [0.1, -0.1, -0.4], [0.1, 0.1, -0.1], [0.2, 0.3, 0.1], [-0.2, -0.1, 0.0], [-0.1, 0.2, -0.1], [0.1, -0.1, 0.0], [0.1, 0.1, -0.1], [0.1, 0.1, 0.2], [0.0, 0.0, -0.1], [-0.1, -0.2, 0.1], [-0.2, -0.1, 0.0], [0.2, 0.0, 0.0], [0.2, -0.2, 0.0], [0.4, -1.4, 0.2], [0.0, 0.2, -0.1], [-0.1, 0.1, -0.1], [0.0, 0.1, 0.1], [0.1, -0.1, 0.0], [0.0, 0.2, 0.2], [-0.3, 1.3, -1.1], [0.0, -0.1, 0.1], [0.3, -0.2, 0.1]]}

Number 1: DFT total energy -63442.6155 eV. Number 2: DFT total energy -53112.7416 eV. Number 3: DFT total energy -21322.3510 eV. Number 4: DFT total energy -24958.6471 eV.